--- one ---
A 13-piece molecular cluster, H25O13 overall, computed with ωB97M-V/def2-TZVPD.

Last column: natural (NBO) charge in e.
Element x y z (Å)
O (-2.225, -2.794, -0.637)  -0.979
H (-2.543, -1.975, -1.042)  0.497
H (-1.407, -0.320, 2.948)  0.488
O (3.225, 0.970, 2.154)  -0.974
H (2.489, 1.530, 1.913)  0.469
H (3.286, 0.138, 1.686)  0.499
O (0.802, -2.949, -3.289)  -0.959
H (0.906, -2.013, -3.094)  0.483
O (-0.302, 0.692, 1.506)  -0.990
H (-0.876, 0.261, 0.863)  0.500
H (0.508, 0.849, 0.973)  0.519
O (-2.153, -0.833, 2.675)  -0.976
H (3.629, 0.329, -0.543)  0.466
H (-2.646, -1.316, 3.336)  0.485
O (-1.642, -0.230, -1.096)  -1.058
H (-0.563, -0.408, -1.165)  0.520
H (-1.906, -0.618, -0.260)  0.432
O (1.952, -1.298, 1.781)  -0.974
H (1.549, -1.507, 2.628)  0.479
H (-0.084, -3.208, -3.014)  0.476
O (0.819, -0.069, -0.869)  -1.240
H (1.306, -0.824, -0.532)  0.420
H (4.190, 1.614, -1.129)  0.460
O (3.699, 0.823, -1.364)  -0.925
H (-1.714, -2.663, 0.161)  0.472
H (1.167, -1.048, 1.231)  0.487
O (-4.471, 1.732, 0.009)  -0.949
H (-3.866, 1.591, -0.716)  0.475
H (-4.261, 1.145, 0.736)  0.474
O (1.598, 0.907, -4.048)  -0.957
H (1.532, 0.265, -3.325)  0.486
H (1.451, 1.728, -3.559)  0.469
O (0.120, 0.834, 3.946)  -0.990
H (-0.123, 0.435, 3.055)  0.467
H (0.840, 1.443, 3.786)  0.469
O (-1.556, 2.292, -1.248)  -0.971
H (-2.146, 1.501, -1.266)  0.475
H (-0.778, 1.906, -0.841)  0.475

charge	-1
frontier orbital gap	0.3278	Eh
spin multiplicity	1



--- two ---
H25O13 as an isolated structure, computed with ωB97M-V/def2-TZVPD.

Last column: natural (NBO) charge in e.
Element x y z (Å)
O (2.564, 0.091, 2.719)  -0.971
H (2.705, 1.081, 2.448)  0.455
H (1.374, -2.123, 0.847)  0.507
O (-2.815, -1.354, -0.592)  -0.955
H (-2.256, -1.235, 0.203)  0.507
H (-3.079, -0.416, -0.782)  0.465
O (-0.178, 1.902, 0.698)  -1.169
H (-0.168, 0.953, -0.201)  0.491
O (-0.472, -2.438, -1.774)  -1.001
H (-1.410, -2.029, -1.582)  0.509
H (-0.163, -2.004, -2.513)  0.468
O (0.934, -2.227, 1.748)  -1.002
H (-2.657, 2.413, -1.067)  0.469
H (1.573, -1.941, 2.275)  0.466
O (2.258, 1.646, -0.091)  -0.984
H (1.300, 1.908, 0.080)  0.510
H (2.443, 1.712, 0.801)  0.429
O (-0.973, 0.554, 3.441)  -0.944
H (-0.845, -0.221, 2.862)  0.487
H (-0.674, 1.766, 1.484)  0.428
O (-0.548, 0.433, -1.128)  -1.096
H (-1.437, 0.353, -0.702)  0.434
H (-1.971, 2.204, 0.415)  0.504
O (-2.603, 2.566, -0.199)  -1.000
H (2.143, -0.152, 1.795)  0.500
H (-1.494, 1.225, 2.983)  0.460
O (2.567, -1.161, 0.264)  -0.952
H (3.284, -1.849, 0.106)  0.486
H (2.287, -0.861, -0.629)  0.519
O (-0.738, 2.494, -3.410)  -0.965
H (-0.838, 1.635, -4.064)  0.463
H (-1.158, 1.979, -2.568)  0.488
O (-1.482, -2.522, 1.459)  -0.978
H (-0.704, -2.832, 0.903)  0.494
H (-0.864, -2.389, 2.206)  0.485
O (1.214, 0.281, -3.130)  -0.966
H (0.908, 0.742, -2.349)  0.516
H (1.973, -0.184, -2.956)  0.445

charge	-1
frontier orbital gap	0.3159	Eh
spin multiplicity	1



Most stable to least stable, the ends of the list are one and two.